No. 1
Density functional theory data (ωB97M-V with the def2-TZVPD basis set) for a 2-piece molecular cluster, H2NO4S overall.

## Properties
HOMO level (spin up / spin down): -3.22 / -3.22 eV
2S+1: 1
Charge: -1
Calculated total energy: -755.01676 Eh
Gap between HOMO and LUMO (spin up / spin down): 4.616 / 4.616 eV

Each line ends with the natural charge from an NBO analysis.
Cartesian coordinates (Å):
N  -1.155  -1.482  1.529  0.057
O  0.119  2.352  -0.932  -1.057
O  1.192  0.048  -0.599  -1.005
O  0.779  1.039  -2.880  -1.049
O  -0.050  -0.936  1.560  -0.225
S  0.085  1.015  -1.566  1.613
H  -1.493  -1.663  2.678  0.219
H  0.523  -0.373  0.210  0.448

=====

No. 2
Density functional theory data (ωB97M-V with the def2-TZVPD basis set) for a 2-piece molecular cluster, H2NOS2 overall.

## Properties
HOMO level: -2.68 eV
2S+1: 1
Charge: -1
Calculated total energy: -927.56290 Eh
Gap between HOMO and LUMO: 4.849 eV

Each line ends with the natural charge from an NBO analysis.
Cartesian coordinates (Å):
N  0.306  2.086  -0.231  -0.951
O  -1.097  1.444  1.653  -0.860
S  -0.622  -3.251  -0.304  -1.055
S  -0.071  0.915  0.714  1.445
H  1.001  1.807  -0.826  0.346
H  0.485  -3.002  -1.007  0.075

=====

No. 3
Density functional theory data (ωB97M-V with the def2-TZVPD basis set) for H2NaO as an isolated structure.

## Properties
HOMO level: -16.77 eV
2S+1: 1
Charge: +1
Calculated total energy: -238.53361 Eh
Gap between HOMO and LUMO: 11.678 eV

Each line ends with the natural charge from an NBO analysis.
Cartesian coordinates (Å):
O  0.217  -0.215  -0.292  -1.009
H  -0.315  -0.210  -1.119  0.503
H  0.426  -1.164  -0.137  0.508
Na  -0.328  1.589  1.549  0.997

=====

No. 4
Density functional theory data (ωB97M-V with the def2-TZVPD basis set) for H2NaO as an isolated structure.

## Properties
HOMO level: -17.23 eV
2S+1: 1
Charge: +1
Calculated total energy: -238.53977 Eh
Gap between HOMO and LUMO: 12.291 eV

Each line ends with the natural charge from an NBO analysis.
Cartesian coordinates (Å):
O  0.238  0.127  -0.073  -1.026
H  0.611  0.234  -0.977  0.515
H  0.889  0.570  0.518  0.515
Na  -1.738  -0.931  0.532  0.997

=====

No. 5
Density functional theory data (ωB97M-V with the def2-TZVPD basis set) for the molecule H2O2Si2.

## Properties
HOMO level (spin up / spin down): -7.91 / -10.49 eV
2S+1: 3
Calculated total energy: -730.59089 Eh
Gap between HOMO and LUMO (spin up / spin down): 7.787 / 7.224 eV

Each line ends with the Löwdin spin population.
Cartesian coordinates (Å):
O  -0.124  -0.178  -0.444  0.275
O  -0.805  -1.130  1.992  0.010
Si  0.252  -0.664  1.052  0.022
Si  0.226  0.925  -1.960  1.449
H  1.624  -0.230  1.585  -0.002
H  -1.174  1.277  -2.225  0.246

=====

No. 6
Density functional theory data (ωB97M-V with the def2-TZVPD basis set) for H2O2Sn as an isolated structure.

## Properties
HOMO level: -7.65 eV
2S+1: 1
Calculated total energy: -365.52247 Eh
Gap between HOMO and LUMO: 2.681 eV

Each line ends with the natural charge from an NBO analysis.
Cartesian coordinates (Å):
Sn  0.424  1.054  -0.403  0.876
O  1.799  -1.835  -4.627  -0.843
H  1.163  -2.528  -4.890  0.404
O  -1.271  1.506  4.764  -0.842
H  -2.115  1.803  5.156  0.404

=====

No. 7
Density functional theory data (ωB97M-V with the def2-TZVPD basis set) for a 2-piece molecular cluster, H2O4P2 overall.

## Properties
HOMO level: 0.68 eV
2S+1: 1
Charge: -2
Calculated total energy: -984.88963 Eh
Gap between HOMO and LUMO: 6.565 eV

Each line ends with the natural charge from an NBO analysis.
Cartesian coordinates (Å):
O  -1.545  -1.096  -1.157  -1.146
O  0.889  1.916  0.711  -1.180
O  -2.162  0.275  0.889  -1.152
O  1.111  0.917  -1.597  -1.189
P  -1.142  -0.373  0.030  1.776
P  0.806  0.748  -0.183  1.744
H  0.597  -2.008  1.050  -0.703
H  1.445  -0.380  0.257  -0.149

=====

No. 8
Density functional theory data (ωB97M-V with the def2-TZVPD basis set) for an isolated ion of composition H2O5PS2 and charge -1.

## Properties
HOMO level: -5.38 eV
2S+1: 1
Charge: -1
Calculated total energy: -1515.14586 Eh
Gap between HOMO and LUMO: 9.074 eV
SMILES: O=S(=O)([O-])S(=O)(=O)P

Each line ends with the natural charge from an NBO analysis.
Cartesian coordinates (Å):
O  -2.306  1.028  -1.150  -1.011
O  -4.376  0.192  -0.144  -0.950
O  -2.571  1.073  1.227  -0.974
O  -1.218  -1.718  1.286  -0.961
O  -1.633  -2.416  -1.018  -0.956
P  -0.072  0.218  -0.800  0.209
S  -2.987  0.457  0.011  2.217
S  -1.507  -1.307  -0.062  1.567
H  -0.104  0.685  0.346  -0.053
H  0.893  -0.707  -0.170  -0.089